Entry 1:
Below is a 10-piece molecular cluster, C5H31NO10S overall at a distorted geometry, with properties calculated with ωB97M-V with the def2-TZVPD basis set.

Values from the calculation:
SMILES string	OCCCNCCS.O.O.O.O.O.O.O.O.O
HOMO-LUMO gap	8.33	eV
largest force on an atom	0.045	Eh/bohr
energy	-1414.40892	hartree

XYZ file:
```
48
Properties=species:S:1:pos:R:3:forces:R:3:nbo_charge:R:1
C -1.24806 -1.44195 2.04886 -0.447 0.025 -0.039 -0.44
C -2.61145 -0.98402 1.58629 -1.177 -0.060 -1.420 -0.07
O -3.06905 -1.68375 0.37530 0.224 -0.860 0.684 -0.76
C -0.07178 -1.22195 1.13414 0.835 1.720 -1.289 -0.25
N 0.19138 0.22381 0.97315 0.172 0.019 0.927 -0.68
C 1.45934 0.55112 0.30259 -1.384 0.462 -0.342 -0.25
C 1.72910 2.06806 0.41441 0.037 -0.779 1.184 -0.48
S 1.79184 2.52661 2.20834 -0.030 0.444 -0.424 -0.08
H -1.31870 -2.51689 2.26603 -0.100 0.090 0.148 0.20
H -1.11542 -0.90346 3.00162 0.413 -0.371 -0.276 0.22
H -3.32866 -1.13758 2.42455 0.249 0.234 -0.712 0.18
H -2.73939 0.01140 1.12037 0.674 0.088 1.434 0.21
H -2.92687 -2.63294 0.48689 -0.100 0.028 0.010 0.47
H 0.82281 -1.62569 1.60146 -0.094 -0.095 -0.180 0.23
H -0.10362 -1.58114 0.07405 -0.519 -0.879 0.959 0.18
H -0.59586 0.73769 0.58493 0.293 -0.304 0.160 0.36
H 2.26603 0.00642 0.78030 0.171 -0.077 0.214 0.20
H 1.42031 0.20644 -0.73874 0.374 0.332 -0.180 0.22
H 0.96350 2.72674 0.01862 0.045 -0.159 -0.282 0.20
H 2.68006 2.30856 -0.02101 0.301 0.138 -0.387 0.23
H 2.21504 1.33362 2.59422 0.145 -0.323 0.287 0.12
H 3.04321 -3.65126 2.11300 0.052 0.464 -0.138 0.48
H 1.62059 -3.47559 2.49825 -0.167 0.246 -0.019 0.47
O 2.35099 -2.97029 2.12020 0.322 -0.902 0.244 -0.94
H -1.54617 0.83804 4.65541 -0.307 0.180 0.226 0.46
H -0.96739 1.25128 3.35977 0.107 0.336 -0.418 0.48
O -1.74529 1.41576 3.90955 0.330 -0.399 0.056 -0.94
H -2.56069 2.41239 -0.32439 0.022 0.127 0.534 0.49
H -1.90449 2.89461 1.03494 -0.226 -0.052 -0.075 0.51
O -1.93485 2.18472 0.38066 -0.200 0.113 -0.177 -0.97
H -1.41524 0.11742 -1.19702 0.265 0.269 -0.551 0.47
H -2.24921 -1.08075 -1.03268 -0.573 0.077 -0.261 0.50
O -1.88346 -0.51750 -1.75712 -0.056 -0.161 0.930 -0.97
H -0.53185 2.19042 -0.91504 -0.256 0.293 -0.306 0.50
H -1.12130 2.91266 -2.17375 -0.010 0.072 0.110 0.48
O -0.48011 2.26008 -1.88077 0.245 0.116 0.013 -0.96
H 1.56171 0.55720 -3.46120 0.477 -0.931 -0.266 0.49
H 2.76089 -0.53657 -3.28228 -0.900 0.143 -0.197 0.50
O 2.42128 0.33963 -3.05110 0.704 0.927 0.547 -1.03
H -0.51884 -0.24784 -3.59556 0.035 0.122 -0.082 0.48
H -0.23269 1.19022 -3.11838 -0.107 -0.600 -0.699 0.49
O -0.14840 0.58958 -3.90147 -0.182 0.352 0.290 -0.98
H 2.55975 -2.51348 -2.02295 -0.005 0.034 -0.281 0.46
H 1.27861 -2.51830 -2.84604 0.334 0.149 -0.083 0.50
O 2.25072 -2.42294 -2.93553 -0.026 -0.466 0.359 -0.98
H -1.00372 -1.93183 -2.14707 0.270 -0.079 -0.335 0.50
H -0.97562 -3.26630 -2.96719 0.001 0.071 0.002 0.48
O -0.43426 -2.68225 -2.42742 -0.230 -0.173 0.100 -0.99
```
Positions in Å, forces in eV/Å.



Entry 2:
Below is C19H12Cl2N2O2Pb as an isolated structure, with properties calculated with ωB97M-V with the def2-TZVPD basis set.

Values from the calculation:
HOMO-LUMO gap	7.27	eV
largest force on an atom	0.008	Eh/bohr
energy	-2104.43209	hartree

XYZ file:
```
38
Properties=species:S:1:pos:R:3:forces:R:3:nbo_charge:R:1
Pb -0.15616 1.04327 -1.21033 -0.209 0.097 -0.252 1.24
C -3.58725 -3.96883 -1.08398 0.013 0.009 -0.002 -0.19
C -3.53425 -2.72346 -0.47710 0.031 0.008 -0.007 -0.21
C -2.38312 -1.95525 -0.57862 -0.115 -0.029 0.053 -0.22
C -1.29352 -2.44092 -1.28384 0.258 0.211 -0.017 0.16
C -1.33382 -3.69065 -1.88997 -0.047 -0.057 -0.029 -0.23
C -2.48654 -4.44915 -1.78676 0.007 -0.005 -0.004 -0.20
N -0.14495 -1.57945 -1.33039 -0.347 -0.117 0.096 -0.24
N 0.87612 -2.05418 -1.83728 0.339 0.240 0.023 -0.14
C 2.00882 -1.16767 -1.83029 -0.206 -0.317 0.060 0.11
C 3.20143 -1.75311 -2.23314 0.089 -0.031 0.002 -0.20
C 4.37155 -1.01079 -2.18767 -0.030 -0.009 -0.003 -0.23
C 4.32776 0.30024 -1.73613 -0.021 0.000 0.041 -0.19
C 3.11657 0.87380 -1.35406 0.036 0.014 -0.035 -0.23
C 1.92688 0.15573 -1.39475 0.092 0.261 -0.090 -0.46
H -4.48480 -4.56879 -1.01022 0.005 -0.003 0.001 0.22
H -4.38361 -2.34833 0.07779 -0.004 -0.006 -0.003 0.22
H -2.32336 -0.98822 -0.09389 0.036 0.002 -0.009 0.22
H -0.47017 -4.05112 -2.42988 0.002 0.009 -0.002 0.24
H -2.52936 -5.42309 -2.25667 -0.005 0.004 0.000 0.22
H 3.19701 -2.78482 -2.56175 0.004 0.008 0.003 0.22
H 5.31020 -1.45287 -2.49446 -0.005 -0.006 0.004 0.22
H 5.23812 0.88473 -1.68273 0.002 -0.011 -0.009 0.21
H 3.11814 1.90428 -1.01448 -0.032 0.008 -0.034 0.21
Cl -1.47443 4.84432 5.28225 0.018 -0.019 -0.031 0.00
C -1.01528 3.77778 3.98679 -0.015 0.018 -0.008 -0.10
C -0.87097 2.41130 4.24303 0.020 -0.013 0.033 -0.19
C -0.52525 1.55495 3.23105 -0.095 -0.050 0.065 -0.13
Cl -0.35489 -0.13474 3.57159 -0.018 0.046 -0.037 0.02
C -0.32424 1.99281 1.89059 -0.016 -0.279 -0.068 0.48
O -0.06328 1.11783 0.98160 0.108 -0.068 0.319 -0.82
C -0.42450 3.38960 1.68194 0.054 0.284 -0.039 -0.31
C -0.05807 4.03826 0.43788 -0.025 -0.084 0.102 0.45
O 0.37261 3.51554 -0.58045 0.043 -0.129 -0.155 -0.61
C -0.78319 4.25838 2.72962 -0.008 0.013 0.024 -0.15
H -1.03119 2.02567 5.24054 -0.004 0.001 -0.004 0.24
H -0.16655 5.13680 0.45431 0.037 0.006 0.004 0.13
H -0.86244 5.32014 2.52987 0.010 -0.004 0.007 0.22
```
Positions in Å, forces in eV/Å.



Record order is preserved below.
Relative energy (zero: lowest compared OMol25 entry of this formula, charge and spin): 1.967; 0.329 eV